Entry from the OMol25 dataset: a cluster of 2 separate species, C4H12S3Si in total (ωB97M-V/def2-TZVPD).

```
20
Properties=species:S:1:pos:R:3:nbo_charge:R:1
C 0.468 1.990 1.139 -0.756
S -0.122 2.248 -0.537 -0.214
Si -1.577 0.637 -0.890 1.069
C -0.565 -0.879 -1.396 -1.118
S -2.696 0.218 0.860 -0.236
C -2.491 -1.599 1.260 -0.670
H -0.250 1.224 1.434 0.223
H 0.247 2.928 1.769 0.221
H 1.493 1.661 1.324 0.228
H -2.276 1.362 -1.911 -0.164
H 0.320 -0.606 -1.961 0.258
H -0.177 -1.485 -0.585 0.248
H -1.065 -1.602 -1.947 0.235
H -1.823 -1.733 2.054 0.222
H -2.316 -1.951 0.283 0.222
H -3.511 -1.949 1.532 0.226
C 4.243 -0.128 -0.634 -0.449
S 2.939 -0.575 0.184 0.083
H 4.639 0.826 -0.447 0.185
H 4.520 -0.588 -1.529 0.184
```

Results
- Relative energy (zero: lowest compared OMol25 entry of this formula, charge and spin): 39.5 kcal per mole
- SMILES string: CS[SiH](C)SC.C=S
- Frontier orbital gap: 8.02 eV
- Net charge: 0

---

Entry from the OMol25 dataset: a structure of composition C4H13B3N2O6 (ωB97M-V/def2-TZVPD).

```
28
Properties=species:S:1:pos:R:3:nbo_charge:R:1
O -3.586 4.638 -1.932 -0.193
N -4.369 3.895 -2.319 0.444
O -3.713 2.681 -2.878 -0.641
B -3.457 1.706 -1.947 1.274
O -2.299 0.970 -1.968 -0.883
B -1.698 1.074 -0.725 1.007
O -2.466 0.686 0.353 -0.892
B -3.765 1.150 0.306 0.978
O -4.341 1.484 -0.900 -0.896
H -0.649 1.619 -0.623 -0.103
H -4.370 1.281 1.317 -0.102
C 3.151 -1.796 1.727 -0.614
C 3.078 -0.844 0.536 -0.081
C 1.739 -0.114 0.389 -0.073
O 0.672 -0.899 -0.106 -0.555
C 0.059 -1.759 0.838 -0.250
N 3.459 -1.572 -0.677 -0.824
H 2.652 -2.741 1.519 0.203
H 4.191 -2.027 1.952 0.221
H 2.700 -1.356 2.618 0.203
H 3.828 -0.063 0.698 0.189
H 1.870 0.678 -0.352 0.186
H 1.446 0.367 1.332 0.165
H 0.020 -1.298 1.829 0.172
H 0.571 -2.722 0.904 0.168
H -0.960 -1.941 0.498 0.191
H 3.552 -0.921 -1.450 0.353
H 2.685 -2.175 -0.940 0.354
```

Results
- Frontier orbital gap: 8.65 eV
- Net charge: 0